# 1
This record from the Open Molecules 2025 dataset describes a 2-piece molecular cluster, C16H17N overall at a distorted geometry. The level of theory is ωB97M-V/def2-TZVPD.

- Calculated total energy: -674.6437 a.u.
- ΔE to the lowest compared entry with this formula, charge and spin: 8.11 kcal/mol
- HOMO-LUMO gap: 8.6141 eV
- E_LUMO: 0.803 eV

Cartesian coordinates (Å):
C 0.71 2.64 2.12
C -0.26 1.59 1.71
C -0.09 0.25 1.80
N -1.21 -0.41 1.31
C -2.12 0.51 0.87
C -3.42 0.44 0.39
C -4.10 1.61 0.09
C -3.51 2.86 0.22
C -2.22 2.94 0.71
C -1.55 1.78 1.11
H 0.17 3.46 2.62
H 1.18 3.13 1.26
H 1.49 2.25 2.77
H 0.66 -0.27 2.38
H -1.28 -1.41 1.38
H -3.87 -0.53 0.20
H -5.11 1.45 -0.27
H -4.04 3.76 -0.03
H -1.76 3.90 0.89
C 3.47 -0.46 -0.76
C 2.46 -1.49 -1.21
C 2.29 -1.72 -2.57
C 1.47 -2.76 -3.02
C 0.76 -3.50 -2.08
C 0.84 -3.20 -0.74
C 1.77 -2.27 -0.28
H 3.50 0.39 -1.43
H 4.42 -0.93 -0.57
H 3.18 -0.04 0.22
H 2.68 -1.00 -3.28
H 1.35 -3.00 -4.06
H 0.09 -4.25 -2.48
H 0.25 -3.74 -0.01
H 1.81 -1.97 0.76



# 2
This record from the Open Molecules 2025 dataset describes one molecule with the formula C4H5P at a distorted geometry. The level of theory is ωB97M-V/def2-TZVPD.

- Calculated total energy: -496.5907 a.u.
- ΔE to the lowest compared entry with this formula, charge and spin: 69.03 kcal/mol
- HOMO-LUMO gap (spin up / spin down): 6.3308 / 7.4804 eV
- E_LUMO (spin up / spin down): -1.255 / -0.640 eV

Cartesian coordinates (Å):
C 0.19 -0.74 0.20
C -1.90 0.42 0.22
C -0.79 -0.03 -0.46
C 1.47 -0.88 0.36
P 2.72 0.46 -0.13
H -2.69 0.90 -0.34
H -1.90 0.37 1.27
H -0.81 -0.10 -1.57
H 1.79 1.43 -0.07
H 1.93 -1.82 0.52